A cluster of 9 separate species, C81H171N9O9 in total in a non-equilibrium geometry. Source: the OMol25 dataset; level of theory: wB97M-V/def2-TZVPD.

Structure (XYZ):
```
270
Properties=species:S:1:pos:R:3:forces:R:3:mulliken_charge:R:1
C 2.531 -4.336 -0.695 0.2 -0.6 -0.5 -2.279
C 2.172 -5.814 -0.487 -0.1 0.1 0.3 2.654
C 3.463 -6.614 -0.259 0.6 0.7 -0.4 -2.058
C 1.311 -5.867 0.764 0.0 -0.9 1.0 -1.382
C 0.553 -7.180 0.969 0.6 -0.2 -0.7 -0.890
C -0.212 -7.555 -0.292 -0.3 -0.9 1.0 -0.594
C 0.602 -7.513 -1.583 0.1 1.4 -0.8 1.536
C 1.478 -8.742 -1.828 -0.2 -1.4 -1.2 -1.676
C -0.429 -7.394 -2.709 0.0 0.0 -0.4 -1.764
N 1.369 -6.251 -1.630 -0.8 0.4 0.7 0.503
O 2.025 -6.037 -2.850 0.2 -0.3 -0.1 -0.477
H 3.414 -4.290 -1.333 0.1 0.4 0.1 0.466
H 1.712 -3.855 -1.227 -0.1 0.1 0.1 0.241
H 2.705 -3.857 0.267 0.2 0.1 -0.1 0.432
H 4.052 -6.138 0.530 -0.2 -0.1 0.1 0.386
H 3.355 -7.670 -0.034 -0.2 0.0 0.1 0.407
H 4.092 -6.477 -1.148 0.0 -0.4 0.0 0.444
H 1.976 -5.833 1.636 0.1 0.5 -0.1 0.425
H 0.645 -5.004 0.844 -0.1 -0.1 -0.3 0.243
H 1.255 -8.006 1.138 0.2 0.2 0.2 0.407
H -0.043 -7.089 1.876 -0.3 -0.2 -0.2 0.280
H -1.145 -6.989 -0.311 0.2 0.3 -0.5 -0.540
H -0.509 -8.609 -0.225 -0.3 0.1 0.2 0.605
H 1.407 -9.067 -2.879 0.0 0.6 -0.1 0.463
H 1.095 -9.667 -1.385 0.2 0.3 0.7 0.336
H 2.551 -8.659 -1.680 -0.1 0.2 0.5 0.328
H -0.918 -8.362 -2.845 -0.3 0.2 0.0 0.536
H -0.009 -7.078 -3.665 0.4 -0.4 0.1 0.508
H -1.127 -6.589 -2.494 -0.2 -0.3 0.3 0.003
H 2.684 -6.742 -2.960 0.1 0.0 0.0 0.343
C -6.804 -2.634 -0.907 -0.6 0.4 -0.2 -2.367
C -5.422 -3.247 -0.976 1.3 0.8 0.1 2.447
C -4.409 -2.097 -0.730 0.2 0.2 -0.9 -1.961
C -5.269 -4.269 0.142 -0.8 -0.4 1.1 -1.930
C -4.101 -5.222 0.043 0.5 0.5 -0.4 0.163
C -4.170 -5.969 -1.288 0.9 0.0 0.9 -1.405
C -4.257 -5.013 -2.470 0.5 0.6 -1.2 2.166
C -2.835 -4.502 -2.805 0.7 1.1 0.6 -0.867
C -4.741 -5.790 -3.709 -0.7 0.1 0.7 -1.961
N -5.152 -3.875 -2.261 -1.4 -1.4 0.6 0.244
O -5.269 -3.054 -3.377 0.0 0.2 0.2 -0.450
H -6.970 -2.252 0.103 -0.1 -0.1 0.0 0.402
H -6.919 -1.775 -1.572 0.2 0.0 -0.1 0.351
H -7.612 -3.316 -1.178 0.2 -0.3 0.1 0.460
H -4.391 -1.444 -1.614 -0.2 0.1 0.1 0.464
H -4.685 -1.449 0.100 0.2 -0.2 0.2 0.721
H -3.372 -2.438 -0.673 -0.1 -0.1 0.5 0.052
H -5.234 -3.733 1.099 0.2 0.2 -0.2 0.451
H -6.205 -4.836 0.249 0.1 -0.2 -0.4 0.443
H -3.159 -4.656 0.089 -0.1 0.1 -0.2 -0.284
H -3.986 -5.882 0.905 -0.5 -0.2 -0.1 0.714
H -4.917 -6.764 -1.262 -0.3 0.3 -0.2 0.389
H -3.196 -6.461 -1.385 -0.2 -0.3 -0.3 0.113
H -2.340 -5.038 -3.613 0.0 -0.1 0.1 0.632
H -2.157 -4.429 -1.944 -0.1 -0.7 0.1 -0.070
H -2.812 -3.435 -3.063 -0.4 -0.2 -0.6 -0.425
H -4.186 -6.729 -3.721 0.1 0.1 -0.6 0.411
H -4.690 -5.174 -4.604 0.5 -0.2 -0.1 0.267
H -5.806 -6.021 -3.612 0.1 -0.1 0.2 0.481
H -4.520 -2.436 -3.354 0.1 0.0 -0.1 0.295
C -7.198 4.548 -0.141 -0.1 -0.4 0.1 -1.771
C -5.933 4.358 0.723 -1.3 0.3 -0.3 1.393
C -6.074 5.147 2.025 0.4 0.2 -0.3 -1.933
C -5.750 2.887 1.048 1.8 -0.3 1.0 -1.407
C -5.371 2.013 -0.132 -0.9 0.5 -0.3 -0.552
C -4.073 2.520 -0.763 -0.5 -0.5 1.0 -0.100
C -4.032 4.035 -1.013 -0.6 0.6 -0.6 2.129
C -2.588 4.486 -0.959 1.4 -0.3 -0.1 -2.018
C -4.646 4.334 -2.386 -0.8 -0.2 -0.7 -1.894
N -4.721 4.796 0.054 0.9 -0.8 0.6 1.130
O -4.639 6.174 -0.150 -0.3 0.2 -0.1 -0.545
H -7.082 3.998 -1.072 -0.1 0.2 -0.2 0.336
H -8.063 4.094 0.350 0.0 0.1 0.1 0.401
H -7.456 5.590 -0.342 0.2 0.0 0.0 0.385
H -6.140 6.215 1.816 -0.1 0.0 0.0 0.402
H -6.960 4.838 2.580 0.1 -0.1 0.1 0.419
H -5.158 5.010 2.604 -0.2 -0.1 0.2 0.311
H -4.849 2.914 1.690 0.0 -0.2 -0.1 0.244
H -6.449 2.432 1.752 -0.7 0.3 -0.5 0.562
H -5.348 0.976 0.208 0.5 -0.1 -0.2 -0.079
H -6.150 2.025 -0.906 -0.1 0.0 0.1 0.427
H -3.979 1.955 -1.690 0.6 0.3 -0.1 0.321
H -3.271 2.269 -0.063 0.2 -0.1 -0.3 -0.502
H -2.375 5.491 -1.321 -0.4 0.2 0.2 0.495
H -1.896 3.850 -1.529 -0.5 -0.2 -0.3 0.274
H -2.217 4.379 0.062 -0.2 0.3 0.1 0.128
H -5.580 3.786 -2.549 0.1 -0.2 0.2 0.392
H -4.005 4.040 -3.220 0.2 0.1 0.2 0.441
H -4.945 5.373 -2.548 0.4 0.1 0.2 0.290
H -5.370 6.436 -0.734 0.0 -0.1 -0.1 0.277
C -2.565 -1.019 -6.092 0.6 -0.3 -0.1 -1.322
C -1.280 -1.470 -6.840 -1.2 0.4 0.3 1.959
C -0.099 -0.642 -6.361 0.2 1.1 -1.2 -2.160
C -0.991 -2.941 -6.582 0.1 -0.1 0.7 -1.056
C -2.035 -3.820 -7.231 0.1 -1.1 0.4 -0.424
C -1.954 -3.631 -8.727 -0.3 -0.2 -0.2 -1.325
C -2.201 -2.186 -9.163 0.5 0.6 -0.1 1.544
C -1.574 -2.028 -10.557 -1.4 0.3 -0.4 -1.990
C -3.692 -1.868 -9.238 -0.8 -0.3 -0.6 -1.742
N -1.492 -1.254 -8.276 1.6 -1.2 0.0 0.258
O -1.590 0.091 -8.630 -0.2 0.0 -0.2 -0.475
H -2.873 -0.055 -6.495 0.1 0.2 0.4 0.486
H -3.396 -1.698 -6.276 0.0 -0.1 0.2 0.234
H -2.325 -0.978 -5.027 -0.4 0.2 0.1 -0.031
H 0.217 -0.830 -5.338 -0.1 -0.2 0.0 0.355
H 0.715 -0.755 -7.085 0.2 -0.5 0.4 0.502
H -0.314 0.424 -6.494 -0.2 -0.1 0.4 0.431
H 0.035 -3.192 -6.873 -0.2 0.0 -0.6 0.382
H -0.929 -3.134 -5.504 -0.4 0.3 0.1 0.163
H -1.878 -4.866 -6.939 0.3 0.0 -0.3 0.419
H -3.035 -3.663 -6.816 0.0 0.5 -0.2 0.146
H -2.651 -4.264 -9.284 -0.2 0.1 0.2 0.520
H -0.978 -3.964 -9.092 0.2 0.2 0.2 0.369
H -1.914 -1.082 -10.989 0.6 0.2 0.1 0.366
H -2.028 -2.747 -11.249 0.3 -0.3 0.2 0.398
H -0.495 -2.118 -10.519 0.1 0.1 -0.1 0.460
H -4.286 -2.081 -8.348 0.3 -0.1 0.2 0.264
H -4.133 -2.461 -10.047 0.0 0.0 0.1 0.473
H -3.918 -0.835 -9.524 0.3 0.1 0.1 0.469
H -2.532 0.309 -8.682 -0.1 0.1 0.2 0.347
C -1.468 0.312 -2.010 -0.7 0.5 0.5 -0.782
C -0.295 0.011 -1.076 0.6 1.1 -0.5 3.564
C 0.203 -1.431 -1.151 -0.5 -0.2 0.1 -2.268
C 0.830 0.947 -1.589 1.5 -1.4 -0.3 -2.195
C 1.865 1.373 -0.553 0.4 0.1 -0.1 1.949
C 1.256 1.962 0.711 -1.2 -0.9 -1.7 -1.536
C 0.257 0.941 1.283 1.3 -0.9 1.3 3.178
C 1.055 -0.198 1.955 0.5 -0.2 0.3 -1.902
C -0.580 1.636 2.346 -1.0 0.5 -0.1 -2.308
N -0.665 0.440 0.269 -0.6 0.7 -0.3 0.674
O -1.597 -0.451 0.836 -0.1 0.1 0.0 0.009
H -1.228 0.393 -3.072 0.2 -0.8 0.0 0.475
H -2.332 -0.319 -1.787 0.1 -0.1 -0.4 -0.519
H -1.782 1.336 -1.785 0.0 -0.1 0.2 -0.433
H -0.470 -2.150 -0.672 -0.1 0.2 0.1 0.035
H 0.230 -1.749 -2.195 0.4 0.0 0.0 0.811
H 1.170 -1.507 -0.655 0.2 -0.2 -0.3 -0.087
H 1.443 0.272 -2.207 -0.3 0.2 -0.4 0.363
H 0.556 1.718 -2.307 -0.6 0.3 0.6 0.395
H 2.479 0.494 -0.329 -0.1 0.1 0.3 -1.376
H 2.562 2.055 -1.053 -0.1 0.2 0.2 0.202
H 0.618 2.780 0.353 0.5 0.6 0.6 0.146
H 2.022 2.196 1.444 -0.2 0.4 0.2 0.409
H 0.444 -0.880 2.552 -0.1 0.1 0.0 0.269
H 1.783 0.222 2.657 -0.2 0.1 0.1 0.558
H 1.656 -0.817 1.285 -0.1 0.1 -0.2 -0.247
H -1.285 2.224 1.747 -0.3 0.0 0.4 0.135
H -0.099 2.344 3.022 0.6 -0.2 -0.3 0.425
H -1.133 0.952 2.990 -0.1 -0.1 -0.2 0.274
H -1.095 -1.223 1.136 0.0 -0.1 0.0 -0.245
C 2.361 6.118 -0.073 -1.3 0.8 -0.3 -0.975
C 3.643 6.835 0.367 -0.4 -1.8 1.1 1.866
C 3.309 8.144 1.061 0.3 0.6 0.2 -1.499
C 4.276 5.930 1.460 0.7 -0.2 -1.2 -1.461
C 4.918 4.679 0.854 -0.3 0.6 0.3 1.212
C 5.930 5.098 -0.181 0.8 -0.8 -0.6 -2.053
C 5.405 5.988 -1.326 -0.1 -0.5 0.9 1.912
C 6.622 6.618 -1.973 0.3 0.0 -0.4 -2.120
C 4.667 5.117 -2.337 -1.0 -0.8 -0.2 -1.413
N 4.619 7.035 -0.686 0.7 1.2 0.2 0.373
O 4.105 7.941 -1.656 -0.2 -0.3 -0.3 -0.516
H 2.419 5.048 -0.260 0.4 0.0 -0.3 -0.002
H 1.566 6.204 0.678 0.3 0.1 0.3 -0.320
H 1.924 6.642 -0.930 0.2 -0.3 -0.2 0.455
H 3.097 8.926 0.333 -0.3 0.0 0.1 0.469
H 2.497 8.037 1.783 -0.3 -0.2 -0.4 -0.118
H 4.134 8.477 1.699 0.3 0.0 -0.4 0.435
H 5.105 6.505 1.884 -0.3 0.0 0.6 0.700
H 3.512 5.610 2.166 0.0 0.5 0.3 -0.061
H 5.419 4.140 1.662 -0.1 -0.3 -0.1 0.604
H 4.138 4.050 0.414 0.2 -0.2 0.0 -1.018
H 6.356 4.198 -0.646 -0.1 0.1 -0.1 0.474
H 6.817 5.566 0.259 -0.3 0.3 0.3 0.451
H 7.253 7.128 -1.244 -0.2 0.1 0.1 0.444
H 6.342 7.314 -2.764 0.0 0.0 0.0 0.433
H 7.240 5.835 -2.420 -0.1 0.0 -0.1 0.384
H 5.165 4.154 -2.485 0.4 0.3 -0.2 0.339
H 4.480 5.576 -3.308 0.2 0.2 0.1 0.366
H 3.684 4.785 -1.986 0.0 0.4 0.2 0.165
H 4.686 8.706 -1.601 0.0 0.0 0.1 0.365
C 0.782 -2.362 7.289 0.2 0.9 -1.3 -1.986
C 0.142 -3.537 6.538 1.4 -0.4 0.9 1.686
C 1.256 -4.631 6.469 -0.4 -0.3 0.0 -1.717
C -1.019 -4.035 7.389 -0.4 -0.3 -0.3 -1.258
C -1.948 -4.957 6.633 -0.8 -0.2 -0.3 -0.669
C -2.478 -4.257 5.377 0.3 0.0 1.3 -1.447
C -1.343 -3.788 4.461 -0.9 -0.9 -0.5 3.029
C -0.893 -5.049 3.667 1.2 -0.4 0.3 -1.547
C -1.979 -2.802 3.491 -0.9 -0.3 -0.7 -1.819
N -0.318 -3.116 5.236 -0.7 1.1 0.1 -0.232
O 0.737 -2.660 4.414 -0.1 -0.6 0.3 -0.114
H 0.193 -1.447 7.168 -0.5 -0.3 0.6 0.460
H 1.011 -2.630 8.315 -0.1 0.1 0.1 0.394
H 1.687 -2.043 6.761 0.2 -0.4 0.3 0.350
H 1.302 -5.196 7.402 -0.1 0.0 0.0 0.400
H 1.028 -5.338 5.672 0.2 -0.2 0.1 0.416
H 2.261 -4.225 6.353 -0.1 0.1 -0.3 0.395
H -0.641 -4.562 8.266 0.2 0.3 0.1 0.478
H -1.592 -3.166 7.722 0.0 0.0 0.1 0.344
H -1.518 -5.932 6.377 0.4 0.2 0.0 0.276
H -2.811 -5.216 7.255 0.1 0.1 0.1 0.444
H -3.053 -3.390 5.717 0.0 0.0 -0.1 0.504
H -3.155 -4.954 4.889 0.0 0.3 -0.5 0.408
H 0.148 -5.310 3.890 0.1 0.3 -0.3 -0.013
H -0.980 -4.942 2.587 0.0 0.1 0.0 0.085
H -1.382 -5.980 3.965 -0.5 0.3 0.0 0.358
H -2.702 -2.137 3.965 0.5 0.3 0.3 0.500
H -2.623 -3.382 2.815 0.2 0.0 -0.1 0.342
H -1.287 -2.252 2.861 0.2 0.0 0.2 -0.146
H 1.305 -3.441 4.325 0.2 0.1 -0.3 0.309
C 4.978 0.634 1.464 -0.2 0.8 0.5 -1.402
C 5.807 0.265 0.234 0.3 -0.7 1.0 2.562
C 5.304 0.781 -1.096 -0.2 1.0 -1.0 -1.494
C 7.214 0.838 0.390 1.4 0.1 1.0 -0.901
C 8.092 0.147 1.463 -1.1 0.3 -0.2 -1.091
C 8.094 -1.367 1.291 0.4 0.5 0.8 -1.382
C 6.720 -1.998 1.087 0.0 -0.8 0.0 1.757
C 6.960 -3.349 0.387 -1.0 -0.1 -0.1 -1.719
C 6.047 -2.323 2.425 -0.3 0.0 0.4 -1.800
N 5.934 -1.197 0.180 0.6 0.4 -1.6 -0.143
O 4.680 -1.812 -0.117 0.1 0.3 0.5 0.006
H 5.576 0.514 2.369 0.1 -0.1 -0.1 0.374
H 4.691 1.692 1.480 -0.2 -0.1 -0.2 -0.019
H 4.094 0.018 1.624 -0.1 0.0 -0.4 0.001
H 4.391 0.369 -1.529 0.0 -0.3 0.3 0.256
H 5.112 1.861 -1.090 -0.1 0.0 0.5 -0.223
H 6.094 0.719 -1.849 0.0 -0.5 0.0 0.556
H 7.831 0.805 -0.511 -0.6 0.0 -0.4 0.547
H 7.159 1.879 0.726 -0.3 0.1 -0.4 -0.081
H 9.098 0.560 1.407 0.1 -0.1 0.0 0.489
H 7.684 0.448 2.433 0.2 -0.3 0.1 0.340
H 8.488 -1.779 2.226 0.1 -0.2 -0.2 0.447
H 8.792 -1.657 0.504 -0.2 0.0 -0.2 0.439
H 7.637 -3.985 0.956 0.3 0.2 -0.2 0.455
H 7.255 -3.178 -0.647 0.4 -0.1 0.1 0.444
H 6.011 -3.892 0.326 0.0 0.0 0.1 0.168
H 6.073 -1.527 3.173 0.2 0.1 -0.1 0.330
H 6.538 -3.199 2.855 0.0 0.1 0.1 0.529
H 4.995 -2.582 2.290 0.0 0.0 -0.2 0.208
H 4.575 -1.539 -1.033 -0.2 -0.4 -0.1 0.338
C 2.311 6.644 5.209 0.4 0.0 -0.3 -1.800
C 0.806 6.931 5.199 -0.4 0.9 2.6 1.809
C 0.292 6.707 6.678 0.5 -0.8 0.2 -1.888
C 0.599 8.426 4.933 0.3 0.9 -2.4 -1.225
C -0.836 8.761 4.531 0.2 -0.3 1.0 -0.774
C -1.280 7.906 3.356 0.5 0.3 0.6 -1.028
C -1.188 6.422 3.699 -1.5 -0.6 0.1 1.760
C -2.320 6.076 4.677 -0.5 0.4 1.3 -1.981
C -1.412 5.614 2.422 0.6 0.0 0.2 -1.336
N 0.138 6.114 4.203 1.1 0.7 -1.0 1.099
O 0.251 4.744 4.530 -0.4 -0.2 0.5 -0.619
H 2.660 6.410 4.199 0.0 -0.2 0.1 0.114
H 2.918 7.501 5.515 -0.4 0.2 0.1 0.449
H 2.574 5.875 5.936 0.0 -0.4 -0.4 0.487
H -0.020 7.604 7.211 -0.2 0.1 -0.3 0.260
H -0.487 5.952 6.754 -0.1 0.1 -0.1 0.412
H 1.111 6.305 7.282 0.0 0.0 0.0 0.436
H 0.930 9.139 5.688 0.1 -0.7 0.7 0.455
H 1.258 8.702 4.088 -0.2 -0.2 -0.1 0.186
H -1.403 8.540 5.446 -0.5 0.0 -0.3 0.317
H -1.005 9.823 4.351 0.3 0.0 -0.1 0.440
H -0.621 8.116 2.508 -0.1 0.0 -0.1 0.275
H -2.307 8.174 3.112 0.0 -0.3 -0.3 0.514
H -2.546 5.020 4.830 0.2 -0.1 -0.5 0.285
H -3.243 6.614 4.441 0.0 -0.3 -0.5 0.342
H -2.128 6.424 5.695 0.3 0.1 -0.1 0.500
H -0.537 5.859 1.815 -0.2 -0.4 -0.4 -0.373
H -2.336 5.845 1.891 0.0 0.3 0.1 0.233
H -1.450 4.552 2.662 0.2 0.0 -0.1 0.397
H 1.164 4.512 4.331 0.0 0.1 -0.2 0.361
```
Forces are in eV/Å.

Output
Total energy, hartree: -4358.3610
Net charge: 0
SMILES string: CC1(C)CCCC(C)(C)N1O.CC1(C)CCCC(C)(C)N1O.CC1(C)CCCC(C)(C)N1O.CC1(C)CCCC(C)(C)N1O.CC1(C)CCCC(C)(C)N1O.CC1(C)CCCC(C)(C)N1O.CC1(C)CCCC(C)(C)N1O.CC1(C)CCCC(C)(C)N1O.CC1(C)CCCC(C)(C)N1O
Frontier orbital gap, eV: 8.2
HOMO, eV: -7.85
ΔE to the lowest compared entry with this formula, charge and spin, eV: 3.396
Molar mass, g/mol: 1415.31